This record from the OMol25 dataset describes a 8-piece molecular cluster, C64H138F3N7O4S overall. The level of theory is ωB97M-V with the def2-TZVPD basis set.

XYZ file:
```
217
Properties=species:S:1:pos:R:3
S -0.938 1.623 1.238
F -2.413 -0.515 1.682
F -1.624 -0.359 -0.295
F -0.343 -0.952 1.299
O -0.212 1.558 2.518
O -0.021 1.807 0.132
O 4.588 -0.843 -3.977
O -2.277 2.254 1.244
N 4.827 0.472 -3.782
N 6.688 -7.402 -3.132
N -1.716 4.516 5.574
N -6.353 -0.285 3.379
N 2.837 -1.840 4.591
N -1.396 7.194 -2.264
N -6.393 -2.809 -4.732
C -6.878 -3.938 -3.833
C -6.170 0.623 2.122
C -0.609 7.154 -3.604
C -1.287 5.356 6.843
C 6.294 0.389 -5.737
C 7.823 -9.505 -2.246
C 2.632 0.703 4.745
C -5.289 -0.657 5.635
C -6.520 -4.524 -6.656
C -0.985 4.744 -3.713
C -1.353 -0.113 0.981
C -6.842 -3.071 -6.161
C -7.749 -0.026 3.899
C 2.114 -0.592 4.073
C 6.135 1.061 -4.380
C -1.334 5.878 -1.551
C 3.719 1.093 -2.900
C 0.241 5.476 4.231
C 7.173 0.891 -3.351
C -7.213 -5.629 -5.833
C -6.940 -1.539 -4.168
C 6.627 -9.570 -4.448
C -0.649 9.614 -1.883
C -2.748 5.262 4.843
C -6.129 -2.667 4.256
C 7.022 -10.428 -3.232
C 4.125 0.769 4.597
C 2.426 0.420 -3.320
C -5.250 0.168 4.362
C -6.199 -1.779 3.073
C 3.944 -4.976 -1.768
C 0.321 10.380 -0.964
C 2.392 -2.994 3.772
C -2.874 7.593 -2.497
C -6.712 -5.410 -4.331
C 2.845 -4.405 4.272
C 4.610 -6.322 -2.007
C -0.314 4.521 7.709
C 8.015 -6.954 -3.838
C -1.415 2.373 6.961
C -0.486 4.151 4.735
C 4.126 0.756 -1.479
C 4.839 -0.469 5.185
C 7.058 -8.295 -1.893
C -4.098 -2.069 -5.758
C -2.675 -1.966 -5.164
C 5.911 -6.178 -2.867
C 5.735 2.548 -4.554
C 5.064 3.261 -3.427
C -0.911 3.204 8.123
C 2.852 -5.394 3.127
C -2.299 3.181 5.961
C -1.186 6.077 -4.481
C -5.961 2.053 2.262
C -5.910 2.654 0.870
C 3.739 2.616 -3.202
C -1.739 4.686 -2.326
C 5.865 -8.335 -4.048
C 1.294 5.003 3.142
C 2.386 -2.106 6.053
C -4.863 -2.811 -4.690
C 4.344 -1.728 4.461
C -0.687 8.210 -1.405
C -5.279 -2.163 5.366
H -7.915 -0.490 4.851
H 7.066 0.894 -6.338
H -0.780 3.600 3.855
H 4.967 -8.568 -3.442
H -6.845 -4.573 -7.697
H -8.013 -1.412 -4.361
H -2.538 6.324 4.571
H -0.341 5.692 -1.140
H -2.581 2.636 5.011
H 1.850 -5.386 2.616
H -7.885 -2.941 -6.109
H 3.286 -4.647 -2.581
H -2.923 8.473 -3.087
H 3.277 3.018 -2.323
H 8.071 1.308 -3.831
H -7.020 -1.953 2.391
H 4.597 -1.781 3.429
H 5.634 3.339 -2.483
H 3.881 -7.017 -2.451
H -2.814 -1.546 -4.151
H -7.960 -3.724 -3.714
H -4.449 -1.159 -6.264
H 2.283 -0.644 -3.149
H -4.616 -2.416 -3.701
H -4.231 -2.536 5.267
H -8.461 -0.372 3.142
H -1.344 3.899 -4.320
H 3.098 -2.856 6.423
H 3.341 -5.076 -0.840
H 3.899 -0.301 -1.347
H 7.480 -9.369 -5.132
H 0.227 11.473 -1.011
H 7.129 1.364 -2.404
H -8.322 -5.582 -5.895
H 0.601 4.498 7.128
H 5.924 -0.284 5.171
H 0.089 4.653 -3.712
H -7.869 1.062 3.962
H -4.143 -2.863 -6.527
H 2.127 1.579 4.325
H -5.261 -1.855 2.462
H 6.141 -10.905 -2.777
H -0.220 2.611 8.741
H -2.258 5.517 7.369
H -2.171 -2.909 -5.011
H 4.979 -6.698 -1.069
H 3.619 1.393 -0.709
H 2.506 -1.178 6.529
H -1.994 6.073 -0.720
H 0.790 5.793 5.082
H -5.943 -3.698 3.948
H 4.945 2.555 -5.276
H -4.986 2.255 2.729
H -5.351 1.991 0.196
H 2.152 -4.789 4.999
H 4.471 0.833 3.532
H 0.072 10.146 0.110
H -7.262 -6.048 -3.673
H 1.309 -3.058 3.657
H 1.395 -2.476 6.035
H -6.424 -3.780 -2.845
H 3.057 -6.395 3.539
H -1.644 10.035 -1.797
H 7.677 -11.225 -3.534
H 0.436 7.107 -3.302
H 4.522 -0.582 6.227
H -7.038 0.432 1.461
H 1.786 0.951 -2.556
H -2.995 4.777 3.908
H -0.279 9.639 -2.966
H 6.657 3.080 -4.922
H 5.565 -7.793 -4.970
H -0.452 6.227 3.914
H -5.447 -4.854 -6.677
H 1.059 -0.875 4.215
H -7.123 -2.587 4.673
H 8.536 -6.258 -3.221
H 4.671 -4.184 -1.621
H -5.640 -5.626 -4.214
H 6.568 -5.560 -2.267
H 2.080 4.347 3.598
H 4.826 4.231 -3.831
H -6.212 -0.451 6.127
H -0.493 1.874 6.490
H -2.259 6.282 -4.709
H 8.836 -9.201 -2.578
H -3.240 3.452 6.476
H 4.741 -2.634 4.989
H 1.708 5.952 2.850
H -1.662 3.426 8.854
H 2.151 0.696 -4.362
H -4.278 0.139 3.818
H -6.702 2.517 2.937
H -5.686 -2.643 6.276
H -1.543 3.805 -1.780
H 6.703 -0.633 -5.665
H 1.368 10.061 -0.981
H 5.994 -10.228 -5.057
H 3.879 -4.404 4.659
H 3.639 -5.150 2.389
H 4.535 1.684 4.998
H 7.330 -0.214 -3.272
H 5.689 -5.641 -3.785
H -0.896 6.257 6.428
H -3.618 5.353 5.531
H -2.081 -1.333 -5.759
H 7.905 -9.936 -1.253
H 3.040 2.891 -4.012
H -6.809 -1.558 -3.098
H -0.809 8.117 -4.082
H -6.365 -0.723 -4.535
H 5.395 0.361 -6.317
H 7.647 -6.496 -4.703
H -5.312 3.557 0.792
H -5.436 0.142 1.518
H -5.413 1.214 4.653
H -4.601 -3.855 -4.799
H -2.803 4.790 -2.574
H 6.109 -8.653 -1.455
H -3.375 6.848 -3.078
H -3.378 7.819 -1.518
H -0.679 5.939 -5.440
H 2.311 -0.583 2.993
H -1.206 8.032 -0.482
H -6.926 2.818 0.441
H 2.859 -2.804 2.818
H -4.512 -0.367 6.345
H 0.330 7.804 -1.297
H -6.367 -2.345 -6.803
H 2.423 0.647 5.791
H -2.089 1.635 7.391
H 0.229 3.658 5.370
H 5.192 0.896 -1.373
H -6.918 -6.617 -6.155
H 0.919 4.496 2.250
H 7.675 -7.643 -1.267
H -0.006 5.146 8.571
H 8.586 -7.846 -4.079
```

Summary:
**HOMO**: -19.366 eV
**Total charge**: +6
**HOMO-LUMO gap**: 6.223 eV
**Electronic energy**: -106154.7364 eV
**F_max**: 0.172 hartree/bohr